No. 1
Molecular formula: C3H8N2O2
Method: DFT, the ωB97M-V functional and the def2-TZVPD basis

Geometry as XYZ:
```
15
Properties=species:S:1:pos:R:3:forces:R:3:nbo_charge:R:1
C 0.040130 -0.884020 0.021635 1.280 0.261 2.125 -0.217
C -1.452480 -0.624459 0.268882 0.149 -0.393 0.071 -0.238
N 0.601582 0.004670 -0.957480 0.190 0.622 0.014 -0.672
C 1.565297 0.843400 -0.345215 0.063 0.984 -3.879 0.877
N -1.830780 0.745138 0.516958 -0.043 0.204 0.280 -0.824
O 2.752906 0.216669 -0.184676 0.468 0.405 1.475 -0.686
O 1.488447 2.046827 -0.407237 0.199 -0.695 0.902 -0.568
H 2.720326 -0.662925 0.213463 -0.356 0.013 -0.360 0.493
H -0.090741 0.551534 -1.456325 0.174 0.119 0.174 0.379
H -1.415186 1.103305 1.371396 -0.014 -0.003 -0.155 0.360
H -1.559599 1.356975 -0.241510 -0.011 0.094 0.105 0.355
H 0.237961 -1.928533 -0.236831 -0.171 -0.043 0.196 0.194
H 0.726434 -0.566052 0.945222 -2.055 -1.556 -0.877 0.153
H -2.002971 -0.959745 -0.622585 0.118 -0.076 0.183 0.192
H -1.781327 -1.242784 1.114303 0.009 0.066 -0.252 0.204
```
Forces are in eV/Å.

The orbital gap is 10.199 eV. Its SMILES is NCCNC(=O)O. The LUMO energy is 0.6 eV. For the total energy, the calculation gives -10315.34836 eV. For the highest occupied orbital energy, the calculation gives -9.63 eV. The calculation puts the energy relative to the best compared isomer or geometry (same formula, charge and spin) at 1.604 eV.



No. 2
Molecular formula: C3H8N2O2
Method: DFT, the ωB97M-V functional and the def2-TZVPD basis

Geometry as XYZ:
```
15
Properties=species:S:1:pos:R:3:forces:R:3:nbo_charge:R:1
C 1.003655 -0.548902 -1.426966 0.767 0.151 0.392 -0.117
C -0.226527 0.028414 -1.390887 -0.278 0.028 -0.634 -0.112
N -0.022823 1.305945 -0.943403 -0.109 -0.187 0.018 -0.521
C 1.305289 1.442835 -0.702334 -0.503 0.223 0.257 0.158
N 1.949581 0.349466 -0.982489 0.361 -0.045 0.171 -0.460
H 1.369808 -1.533152 -1.660739 -0.496 -0.136 -0.317 0.216
H -1.176606 -0.229266 -1.818667 -0.147 -0.382 0.281 0.222
H -0.765245 1.941223 -0.721630 0.037 0.248 -0.016 0.420
H 1.680980 2.355354 -0.277059 0.324 0.052 -0.039 0.194
H -3.155767 -1.737356 1.448134 -0.200 0.136 -0.187 0.464
H -2.236807 -0.885908 2.261666 0.037 0.369 -0.066 0.483
O -2.861780 -0.821494 1.523570 0.229 -0.470 0.275 -0.949
H 0.770475 -0.509313 2.411210 -0.272 -0.233 -0.022 0.481
H -0.231647 -1.349624 1.603639 0.219 0.142 0.119 0.479
O 0.022049 -1.117233 2.509353 0.032 0.104 -0.232 -0.959
```
Forces are in eV/Å.

The orbital gap is 9.854 eV. Its SMILES is c1c[nH]cn1.O.O. The LUMO energy is 0.7 eV. For the total energy, the calculation gives -10315.82698 eV. For the highest occupied orbital energy, the calculation gives -9.15 eV. The calculation puts the energy relative to the best compared isomer or geometry (same formula, charge and spin) at 1.125 eV.



No. 3
Molecular formula: C3H8N2O2
Method: DFT, the ωB97M-V functional and the def2-TZVPD basis

Geometry as XYZ:
```
15
Properties=species:S:1:pos:R:3:forces:R:3:lowdin_spin:R:1
N 0.279557 0.896767 -0.701280 0.407 -0.292 -0.371 0.004
C -0.212199 2.004563 -0.269818 0.714 0.694 0.757 0.000
N -0.400454 3.112739 -0.977474 -0.378 -0.600 -0.090 0.000
H 0.495788 0.846959 -1.697426 -0.068 -0.178 0.302 0.000
H 0.689371 0.086402 -0.030069 -0.668 0.877 -0.949 0.003
H -0.320832 2.117962 0.810559 -0.472 -0.195 -0.220 0.000
H -1.091049 3.764439 -0.650808 0.136 0.383 0.119 0.000
H -0.203150 3.116757 -1.964524 -0.104 0.053 -0.180 0.000
O 1.591363 -2.820236 1.618417 0.402 -0.673 0.592 0.833
C 0.878170 -1.983016 0.983206 -1.523 -0.655 -0.735 0.070
O 1.319311 -0.920530 0.614956 1.355 0.941 0.326 0.025
C -0.520265 -2.462654 0.636670 0.559 -0.337 0.385 0.052
H -0.463842 -3.006096 -0.299729 0.062 0.006 -0.246 0.000
H -0.876025 -3.153705 1.382596 -0.302 -0.163 0.280 0.001
H -1.165742 -1.600349 0.544724 -0.119 0.140 0.031 0.010
```
Forces are in eV/Å.

The orbital gap (spin up / spin down) is 12.386 / 8.275 eV. The LUMO energy (spin up / spin down) is -3.0 / -7.1 eV. For the total energy, the calculation gives -10307.96733 eV. The net charge is +1. As for the spin multiplicity: 2. For the highest occupied orbital energy (spin up / spin down), the calculation gives -15.40 / -15.40 eV. The calculation puts the energy relative to the best compared isomer or geometry (same formula, charge and spin) at 0.106 eV.



No. 4
Molecular formula: C3H8N2O2
Method: DFT, the ωB97M-V functional and the def2-TZVPD basis

Geometry as XYZ:
```
15
Properties=species:S:1:pos:R:3:forces:R:3:lowdin_spin:R:1
O -1.934451 0.582284 -1.475316 2.264 -0.761 0.443 -0.005
C -0.967229 -0.184648 -1.434818 -2.720 -0.271 -1.045 -0.001
N -0.824989 -1.279969 -2.255121 1.591 -0.260 1.087 0.030
C 0.109512 -0.166124 -0.362875 -2.629 -1.741 0.485 0.093
N -0.105487 0.751257 0.674310 2.014 1.335 -0.029 0.647
C 0.912251 1.047322 1.658158 1.632 -1.688 1.471 0.057
O 1.121563 -0.199692 2.441449 -2.997 1.074 -0.764 0.057
H -1.482461 -1.453540 -3.016538 0.358 0.116 0.468 0.001
H -0.054890 -1.981117 -2.034653 -1.704 1.315 -0.866 0.000
H 0.055262 -1.177526 0.053277 0.134 -0.168 0.385 0.033
H 1.032761 -0.170450 -0.826016 2.563 0.660 -0.558 0.030
H -0.659422 1.538482 0.435863 -1.668 0.874 -0.397 0.015
H 1.876777 1.274877 1.073200 -1.121 -0.533 0.759 0.041
H 0.759561 1.928986 2.341661 -0.626 -0.880 -0.928 0.004
H 0.161244 -0.510140 2.727418 2.910 0.927 -0.512 -0.001
```
Forces are in eV/Å.

The orbital gap (spin up / spin down) is 11.480 / 5.948 eV. The LUMO energy (spin up / spin down) is -3.3 / -8.8 eV. For the total energy, the calculation gives -10306.38808 eV. The net charge is +1. As for the spin multiplicity: 2. For the highest occupied orbital energy (spin up / spin down), the calculation gives -14.80 / -14.73 eV. The calculation puts the energy relative to the best compared isomer or geometry (same formula, charge and spin) at 1.685 eV.



No. 5
Molecular formula: C3H8N2O4
Method: DFT, the ωB97M-V functional and the def2-TZVPD basis

Geometry as XYZ:
```
17
Properties=species:S:1:pos:R:3:forces:R:3:nbo_charge:R:1
C -0.457466 -1.796815 1.038873 -0.496 1.231 0.539 0.921
C -0.953487 0.902745 -0.678152 -0.302 -0.405 0.057 -0.149
C 0.537961 0.865072 -1.034175 -0.336 0.089 0.397 0.679
N 0.738215 -1.589386 1.630873 0.182 -0.375 0.037 -0.825
N 1.109692 2.058778 -1.245695 0.132 0.147 -0.187 -0.789
O -1.091101 0.839130 0.714806 -1.278 -1.881 1.563 -0.786
O -0.435533 -2.094873 -0.253034 0.039 -0.201 -0.152 -0.706
O -1.524931 -1.576133 1.638560 0.688 -0.898 -0.380 -0.697
O 1.193607 -0.174727 -1.060116 0.148 -0.218 -0.183 -0.688
H 0.314919 -1.615830 -0.701177 -0.178 -0.064 0.226 0.521
H -1.570066 -0.074819 1.151909 1.527 2.665 -1.892 0.527
H 0.738461 -1.237634 2.573080 -0.144 0.073 -0.108 0.409
H 1.556523 -1.419790 1.068298 -0.051 -0.153 0.009 0.408
H 0.591571 2.911720 -1.126131 0.018 -0.078 -0.056 0.405
H 2.088748 2.104276 -1.481923 -0.062 -0.005 0.113 0.406
H -1.394117 1.837713 -1.052361 0.029 -0.103 0.029 0.162
H -1.442996 0.060571 -1.183633 0.085 0.177 -0.012 0.202
```
Forces are in eV/Å.

The orbital gap is 10.497 eV. Its SMILES is NC(=O)CO.NC(=O)O. The LUMO energy is 0.6 eV. For the total energy, the calculation gives -14411.76356 eV. For the highest occupied orbital energy, the calculation gives -9.85 eV. The calculation puts the energy relative to the best compared isomer or geometry (same formula, charge and spin) at 0.578 eV.



No. 6
Molecular formula: C3H8N2OS
Method: DFT, the ωB97M-V functional and the def2-TZVPD basis

Geometry as XYZ:
```
15
Properties=species:S:1:pos:R:3:forces:R:3:nbo_charge:R:1
C 0.011807 0.194022 0.420097 0.361 0.102 0.669 -0.231
C -1.246566 1.000793 0.145875 -0.373 -0.328 -0.803 -0.527
S -1.176611 2.789075 0.404228 0.231 0.083 0.242 -0.028
N 0.039260 -0.971322 -0.429390 0.222 -0.276 -0.319 -0.640
C 1.059711 -1.896480 -0.463323 0.217 0.004 0.281 0.780
N 1.941840 -1.867702 0.588875 -0.298 -0.093 -0.272 -0.855
O 1.146930 -2.703368 -1.370179 0.053 -0.054 0.030 -0.654
H 0.900851 0.824779 0.337434 0.082 0.147 -0.456 0.185
H 0.054360 -0.158743 1.454278 -0.351 0.117 0.127 0.193
H -2.104164 0.584620 0.652201 -0.146 -0.053 0.340 0.233
H -1.485830 0.869391 -0.911980 0.088 0.062 -0.048 0.210
H -2.175601 2.885016 1.287088 0.036 -0.046 0.057 0.130
H -0.370072 -0.932447 -1.349078 -0.242 0.274 0.038 0.403
H 2.688758 -2.536531 0.553461 0.039 0.063 0.049 0.411
H 1.953751 -1.131670 1.266250 0.082 -0.002 0.065 0.390
```
Forces are in eV/Å.

The orbital gap is 10.183 eV. Its SMILES is NC(=O)NCCS. The LUMO energy is 0.7 eV. For the total energy, the calculation gives -19104.28931 eV. For the highest occupied orbital energy, the calculation gives -9.53 eV. The calculation puts the energy relative to the best compared isomer or geometry (same formula, charge and spin) at 0.213 eV.



No. 7
Molecular formula: C3H8N2OS
Method: DFT, the ωB97M-V functional and the def2-TZVPD basis

Geometry as XYZ:
```
15
Properties=species:S:1:pos:R:3:forces:R:3:nbo_charge:R:1
C 1.817833 1.597883 1.484548 0.602 0.190 -0.744 -0.246
C -0.315159 -0.590842 -0.165417 0.867 1.281 1.144 0.374
C -1.214241 -1.759668 -0.070846 -1.000 -0.211 1.143 -0.678
H 2.519116 2.333193 1.041242 -0.889 0.036 0.072 0.189
H 1.133408 2.035833 2.222181 0.149 -0.068 -0.330 0.185
H 2.523126 0.923662 1.963319 -0.382 -0.604 0.237 0.179
H -1.072332 -2.565849 -0.767524 0.604 -0.031 -0.519 0.240
H -2.262511 -1.486144 -0.199396 0.024 0.295 -0.117 0.231
H -1.179172 -2.197461 0.907069 0.321 -0.087 0.682 0.239
H 0.226548 0.913403 -1.374816 -0.148 -0.745 -0.387 0.427
H -2.192892 0.379313 -2.232770 -0.218 -0.336 -0.398 0.094
N 0.265593 -0.030577 0.877552 -0.409 -1.395 -1.515 -0.217
N -0.137933 -0.046632 -1.412274 -0.010 0.003 -0.678 -0.759
O 1.131196 0.983030 0.379657 0.072 0.497 1.061 -0.451
S -1.242581 -0.489145 -2.652525 0.417 1.174 0.349 0.195
```
Forces are in eV/Å.

The orbital gap is 9.262 eV. Its SMILES is CO/N=C(/C)NS. The LUMO energy is 0.7 eV. For the total energy, the calculation gives -19101.23693 eV. For the highest occupied orbital energy, the calculation gives -8.51 eV. The calculation puts the energy relative to the best compared isomer or geometry (same formula, charge and spin) at 3.265 eV.



No. 8
Molecular formula: C3H8N2OS
Method: DFT, the ωB97M-V functional and the def2-TZVPD basis

Geometry as XYZ:
```
15
Properties=species:S:1:pos:R:3:forces:R:3:nbo_charge:R:1
C 1.889373 -0.158286 0.098627 1.664 -0.130 1.745 -0.444
C 0.930665 -0.119952 -1.058558 -0.835 -1.614 0.341 -0.630
C 0.932464 0.181012 1.252485 -1.556 -2.955 0.731 -0.582
N -1.643139 -0.801333 0.177028 0.198 0.351 0.164 -0.790
N -3.021447 -0.492592 -0.236806 1.732 -2.036 -1.829 -0.652
O -0.866838 1.675262 0.020563 -0.107 0.634 -0.391 -0.951
S -0.520068 0.276140 0.094875 -0.155 -1.333 -0.560 1.935
H 2.303561 -1.176361 0.295643 -0.225 0.802 -0.462 0.226
H 2.751566 0.572455 0.112693 -0.966 -0.801 -0.391 0.230
H 1.032263 0.643148 -1.758601 0.287 1.387 -1.184 0.233
H 0.890062 -1.102636 -1.568548 -0.458 0.622 0.269 0.241
H 0.816553 -0.509610 2.167259 0.330 1.012 -1.580 0.249
H 0.923218 1.179163 1.521840 0.371 2.007 0.949 0.236
H -3.089350 -0.504966 -1.293429 0.143 0.408 1.826 0.347
H -3.328884 0.338552 0.174929 -0.423 1.648 0.372 0.352
```
Forces are in eV/Å.

The orbital gap is 9.366 eV. Its SMILES is NN=S1(=O)CCC1. The LUMO energy is 0.8 eV. For the total energy, the calculation gives -19099.40247 eV. For the highest occupied orbital energy, the calculation gives -8.56 eV. The calculation puts the energy relative to the best compared isomer or geometry (same formula, charge and spin) at 5.100 eV.



No. 9
Molecular formula: C3H8N2S
Method: DFT, the ωB97M-V functional and the def2-TZVPD basis

Geometry as XYZ:
```
14
Properties=species:S:1:pos:R:3:forces:R:3:nbo_charge:R:1
C 1.708321 0.390968 0.603485 0.954 2.499 -1.426 -0.268
C 1.264533 -0.748454 -0.299246 2.285 -1.510 0.660 -0.245
C -2.870811 0.021772 0.322456 3.353 -3.472 0.134 -0.573
N 0.498846 1.214778 0.864378 -0.208 0.147 -0.182 -0.700
N 0.242389 -0.195379 -1.126638 -1.075 -0.939 -0.772 -0.806
S -0.521534 1.148380 -0.387452 1.745 -0.725 0.996 0.907
H 2.254356 0.151484 1.519569 -0.433 -0.177 -0.081 0.221
H 2.440869 1.099554 -0.023346 -1.243 -1.337 1.204 0.173
H 2.146451 -1.125563 -1.009665 -1.887 0.681 1.665 0.206
H 0.940837 -1.595420 0.343949 -0.088 0.326 -0.577 0.193
H -2.833202 -0.896320 -0.290360 0.138 0.627 0.333 0.175
H -3.655991 0.607908 0.157631 -2.954 2.643 -0.438 0.158
H -2.368236 -0.048762 1.275897 -0.298 0.167 0.085 0.180
H 0.753171 -0.024942 -1.950662 -0.291 1.069 -1.602 0.379
```
Forces are in eV/Å.

The orbital gap (spin up / spin down) is 7.830 / 8.122 eV. The LUMO energy (spin up / spin down) is -0.1 / 0.5 eV. For the total energy, the calculation gives -17051.46153 eV. For the highest occupied orbital energy (spin up / spin down), the calculation gives -7.89 / -7.65 eV. The calculation puts the energy relative to the best compared isomer or geometry (same formula, charge and spin) at 5.269 eV.



No. 10
Molecular formula: C3H8N2S
Method: DFT, the ωB97M-V functional and the def2-TZVPD basis

Geometry as XYZ:
```
14
Properties=species:S:1:pos:R:3:forces:R:3:nbo_charge:R:1
C 1.692119 -0.840538 -0.667439 -0.367 -1.057 3.138 -0.666
C 0.540084 -0.011397 -0.061430 -1.902 3.517 1.901 0.315
C -0.824901 -0.762557 0.179799 -1.251 5.859 0.145 -0.295
H 1.409237 -1.744141 0.192967 1.450 1.307 -3.425 0.228
H 2.806034 -0.653323 -0.582207 -1.516 0.726 0.768 0.246
H 1.602188 -0.921714 -1.757934 -0.855 -1.068 0.412 0.252
H -0.538871 -1.728456 -0.038127 -0.909 -2.545 -0.025 0.200
H -1.191785 -0.349495 1.279082 0.971 -1.830 -2.500 0.224
H -3.087412 0.079590 -0.850450 5.597 -0.838 0.530 0.385
H -1.299243 1.013749 -1.033187 -2.324 -4.113 0.420 0.371
H 0.616082 2.611180 2.631679 -2.178 -0.717 -3.069 0.114
N -1.763424 -0.091038 -0.936107 -1.268 3.239 0.296 -0.907
N 0.541940 1.235729 0.393519 3.040 -2.602 -1.570 -0.689
S -0.502047 2.162410 1.249835 1.509 0.121 2.982 0.222
```
Forces are in eV/Å.

The orbital gap is 7.834 eV. The LUMO energy is -0.4 eV. For the total energy, the calculation gives -17049.05017 eV. For the highest occupied orbital energy, the calculation gives -8.21 eV. The calculation puts the energy relative to the best compared isomer or geometry (same formula, charge and spin) at 7.680 eV.